Entry 1:
C47H40I2N2O3OsSb2 as an isolated structure, computed with the ωB97M-V functional and the def2-TZVPD basis.

As for the total charge: +2. Its spin multiplicity is 5. The calculation puts the energy relative to the best compared isomer or geometry (same formula, charge and spin) at 382.1 kJ/mol. The expectation value of S² is 6.0587. Its HOMO energy (spin up / spin down) is -0.448 / -0.455 hartree. For the HOMO-LUMO gap (spin up / spin down), the calculation gives 0.231 / 0.183 Ha.

```
97
Properties=species:S:1:pos:R:3:forces:R:3:lowdin_charge:R:1
Os -1.729713 -0.648129 1.037750 0.69 -0.36 -0.29 1.1616
I -2.132073 -1.883400 3.601853 0.00 0.04 0.10 1.1450
C -3.867416 -2.710808 2.737267 0.17 0.11 0.04 -0.5735
C -4.699337 -3.406271 3.566043 -0.14 -0.09 -0.04 -0.1187
C -5.829397 -4.046789 3.016553 0.03 0.00 0.21 -0.0360
C -6.056279 -3.987692 1.672791 -0.04 -0.03 -0.15 0.0029
C -5.186207 -3.274616 0.814089 0.00 -0.01 -0.04 -0.1421
C -5.399362 -3.273937 -0.591873 -0.13 -0.06 0.07 0.0192
C -4.546018 -2.626559 -1.439478 0.12 0.09 0.02 -0.0319
C -3.459357 -1.905887 -0.911804 -0.08 -0.27 -0.11 -0.0831
C -3.223580 -1.847175 0.451955 0.70 -0.01 0.09 -0.2988
C -4.067776 -2.580766 1.347926 -0.15 -0.10 0.02 -0.2367
H -4.497082 -3.481330 4.627664 -0.02 -0.01 -0.07 0.1061
H -6.496651 -4.599520 3.669265 0.08 0.07 -0.08 0.1250
H -6.905750 -4.503169 1.237668 0.06 0.05 0.03 0.1300
H -6.251709 -3.820173 -0.984523 0.08 0.04 0.05 0.1322
H -4.701383 -2.661212 -2.510467 0.00 0.00 0.04 0.1212
H -2.798658 -1.387264 -1.598159 -0.24 -0.42 0.41 0.0506
C 1.395899 2.359381 2.578726 -0.06 -0.09 0.46 -0.3101
C 1.277796 0.976538 3.183447 0.24 0.02 0.06 -0.3792
C 1.905390 -0.148347 2.376861 -0.01 -0.13 -0.68 -0.2942
Sb 2.070046 0.274818 0.185319 0.27 1.22 0.48 1.5568
C 2.399035 -0.038919 -1.946757 -0.30 -0.16 0.87 -0.3060
C 1.478542 0.160391 -2.958798 0.40 -0.10 -0.30 -0.1139
C 1.833628 -0.178673 -4.262571 -0.08 0.04 -0.05 -0.0660
C 3.089940 -0.700714 -4.533038 -0.02 0.01 0.00 -0.0624
C 4.005505 -0.883998 -3.502862 0.10 0.00 0.07 -0.0549
C 3.665847 -0.554855 -2.196584 -0.10 -0.12 -0.49 -0.1202
C 4.021388 1.066113 0.426668 0.00 0.41 0.05 -0.3640
C 4.978316 0.471250 1.251575 -0.08 0.15 -0.13 -0.1172
C 6.214869 1.081958 1.425212 0.00 -0.01 -0.04 -0.0626
C 6.495088 2.284427 0.787231 0.04 0.01 -0.01 -0.0605
C 5.553306 2.869150 -0.050552 -0.08 -0.04 -0.03 -0.0587
C 4.316863 2.260576 -0.238666 0.17 -0.17 0.18 -0.1130
Sb 0.043990 2.304604 0.679259 0.51 -0.58 -0.67 1.3946
C -1.293834 1.937080 -1.109595 0.13 0.38 0.30 -0.4014
C -1.615478 0.688587 -1.621691 0.03 0.25 -0.15 -0.2513
C -2.555824 0.576228 -2.642759 -0.03 0.17 -0.25 -0.0950
C -3.174863 1.712477 -3.143775 -0.08 -0.03 -0.06 -0.0504
C -2.868763 2.962450 -2.614526 0.07 0.03 0.16 -0.0594
C -1.937361 3.077122 -1.584729 -0.16 -0.23 -0.18 -0.1328
C 0.996445 3.976090 -0.208143 0.01 0.26 0.00 -0.4254
C 1.355648 5.049973 0.611000 -0.02 -0.14 -0.15 -0.1288
C 2.001557 6.153624 0.065374 0.03 -0.02 -0.07 -0.0645
C 2.286992 6.187456 -1.294381 -0.02 -0.05 -0.01 -0.0598
C 1.924533 5.120486 -2.113843 0.04 0.11 0.05 -0.0645
C 1.279036 4.016491 -1.575030 0.00 0.04 0.15 -0.1496
H 2.396648 2.634455 2.240302 -0.11 0.00 -0.19 0.0632
H 0.973812 3.137338 3.212443 -0.01 -0.04 -0.06 0.0561
H 0.220720 0.765220 3.366585 -0.15 -0.06 0.02 0.0532
H 1.754778 0.986677 4.172041 -0.08 0.09 0.00 0.1252
H 1.371864 -1.087023 2.487367 0.06 -0.01 0.16 0.0400
H 2.952995 -0.301608 2.619493 -0.06 -0.01 0.22 0.0452
H 0.513957 0.591254 -2.773967 -0.23 0.08 0.10 0.0629
H 1.116056 -0.033920 -5.063235 0.09 0.01 0.02 0.1110
H 3.360095 -0.960698 -5.549246 -0.01 0.00 0.05 0.1138
H 4.990893 -1.286483 -3.709684 -0.07 0.03 -0.03 0.1153
H 4.386145 -0.704325 -1.401592 -0.02 0.00 -0.04 0.0993
H 4.782780 -0.476650 1.740892 0.02 0.05 0.02 0.1006
H 6.961187 0.617238 2.058818 -0.04 0.02 -0.04 0.1136
H 7.457453 2.763175 0.936355 -0.10 -0.06 -0.02 0.1148
H 5.780850 3.794923 -0.566745 -0.01 -0.04 0.06 0.1128
H 3.592453 2.719149 -0.903186 0.01 0.00 0.00 0.0870
H -1.092260 -0.209454 -1.305319 0.25 -0.04 -0.05 0.0570
H -2.791359 -0.399257 -3.058164 0.06 0.30 -0.20 0.1086
H -3.892787 1.628129 -3.952152 0.06 0.00 0.07 0.1195
H -3.355907 3.851226 -2.997515 0.01 -0.05 -0.01 0.1166
H -1.713216 4.054919 -1.172212 0.02 -0.02 -0.03 0.1066
H 1.130360 5.037990 1.672742 0.03 0.00 -0.08 0.0917
H 2.278391 6.986885 0.702342 -0.03 -0.07 -0.07 0.1143
H 2.789342 7.049509 -1.719181 -0.04 -0.08 0.03 0.1142
H 2.142723 5.151359 -3.176018 0.00 -0.01 0.10 0.1148
H 1.006232 3.189786 -2.221547 -0.01 0.00 0.01 0.0939
I -5.708850 3.936192 0.251970 0.00 -0.02 0.04 0.9798
C -4.468813 2.564267 1.147665 -0.02 0.01 -0.13 -0.7381
C -3.988540 2.563389 2.443496 -0.02 0.18 0.20 -0.0845
N -3.176933 1.508434 2.571030 -0.17 0.12 0.02 0.0123
N -3.119890 0.802982 1.425825 -0.09 -0.03 -0.07 -0.1951
C -3.908900 1.440138 0.551268 -0.15 -0.06 -0.05 -0.1655
H -4.184903 3.238408 3.268115 0.06 -0.17 -0.13 0.1453
H -2.757332 1.139889 3.404827 0.19 -0.06 0.20 0.1105
H -4.047474 1.064666 -0.452164 0.10 0.04 0.04 0.1170
O -1.056239 -4.409926 1.193359 -0.11 -0.08 0.04 0.0657
C 0.127550 -4.786598 0.668927 0.18 0.02 -0.11 -0.2391
C 0.325128 -6.159663 0.587232 -0.06 -0.13 0.01 0.0066
C 1.499779 -6.668440 0.081828 0.03 -0.09 -0.01 -0.0312
C 2.520215 -5.816225 -0.342689 0.03 -0.07 -0.01 -0.0529
C 2.339083 -4.461823 -0.251558 0.05 0.08 -0.07 -0.0014
C 1.140980 -3.903788 0.245675 -0.25 0.20 0.19 -0.0497
C 1.118348 -2.433549 0.336245 1.31 0.21 -0.24 -0.4606
O 2.253925 -1.857019 0.178024 -1.20 -0.82 0.17 -0.1487
O 0.094645 -1.662022 0.546375 -1.43 -0.35 0.06 -0.2872
H -1.136923 -3.460686 1.143785 -0.13 0.56 -0.04 0.0138
H -0.470824 -6.807953 0.934773 0.06 0.05 -0.05 0.1314
H 1.628348 -7.741940 0.013533 0.00 0.05 0.03 0.1221
H 3.446932 -6.217503 -0.730796 -0.06 0.02 0.00 0.1167
H 3.120675 -3.788084 -0.573254 -0.04 -0.05 0.01 0.1227
```
Forces are in eV/Å.



Entry 2:
A 2-piece molecular cluster, C2H3NO2 overall, computed with the ωB97M-V functional and the def2-TZVPD basis.

The calculation puts the energy relative to the best compared isomer or geometry (same formula, charge and spin) at 305.4 kJ/mol. Its HOMO energy is -0.375 hartree. For the HOMO-LUMO gap, the calculation gives 0.412 Ha.

```
8
Properties=species:S:1:pos:R:3:forces:R:3:lowdin_charge:R:1
C -0.731569 -0.578562 0.560060 -0.12 -0.51 0.35 -0.0761
C 2.627676 0.010302 -0.492667 0.07 -0.15 -0.03 -0.0130
N -1.065808 0.643886 0.437617 1.04 -0.28 -0.50 -0.1047
O -1.465446 1.145622 -0.809183 0.30 1.70 1.08 -0.1026
O 2.963878 -1.054029 -0.642645 -0.07 0.16 0.03 0.0197
H -0.796165 -1.572061 0.049751 -0.28 1.49 -0.86 0.0911
H -0.237376 -0.731038 1.500839 -0.21 -0.01 0.76 0.0507
H -1.295192 2.135880 -0.603772 -0.73 -2.41 -0.83 0.1349
```
Forces are in eV/Å.



Entry 3:
C3H4N2S2 as an isolated structure, computed with the ωB97M-V functional and the def2-TZVPD basis.

The calculation puts the energy relative to the best compared isomer or geometry (same formula, charge and spin) at 471.3 kJ/mol. Its HOMO energy is -0.330 hartree. For the HOMO-LUMO gap, the calculation gives 0.281 Ha.

```
11
Properties=species:S:1:pos:R:3:forces:R:3:lowdin_charge:R:1
C 0.740955 -0.185825 0.017104 4.10 2.52 0.38 -1.1818
C -0.197710 -1.067687 -0.549702 2.17 -1.89 -0.03 -0.3678
C -3.025726 -0.106142 0.751104 0.83 -0.23 2.31 -0.0774
H -0.814484 1.711455 0.259351 3.33 0.03 -1.26 0.0003
H 0.264647 -2.047294 -0.875133 -0.63 1.07 0.11 0.1261
H -2.932826 -0.874541 1.713125 0.41 0.96 -3.24 0.1284
H -3.830635 0.569805 1.095484 0.60 0.23 -1.06 0.0563
N -1.395213 -0.931521 -0.696684 -6.11 0.98 0.16 0.0459
N -2.272585 0.181817 -0.266629 0.31 -2.71 0.96 -0.0502
S 0.731815 1.584980 -0.171751 -4.40 -0.59 1.53 0.6606
S 2.260859 -0.707078 0.374209 -0.61 -0.37 0.15 0.6594
```
Forces are in eV/Å.



Entry 4:
C24H20ClN4RhSSe2 as an isolated structure, computed with the ωB97M-V functional and the def2-TZVPD basis.

As for the total charge: +2. The calculation puts the energy relative to the best compared isomer or geometry (same formula, charge and spin) at 222.8 kJ/mol. Its HOMO energy (spin up / spin down) is -0.501 / -0.501 hartree. For the HOMO-LUMO gap (spin up / spin down), the calculation gives 0.213 / 0.213 Ha.

```
53
Properties=species:S:1:pos:R:3:forces:R:3:lowdin_charge:R:1
Rh -0.089600 0.318100 0.185000 0.72 -0.30 2.51 0.7772
Se 0.772100 -1.640200 2.090800 -0.99 0.50 -0.76 0.7870
Se 2.775400 -0.477700 2.084200 0.53 0.23 -0.20 0.7627
C 3.042100 -0.421400 0.162900 -0.02 -0.16 0.20 -0.6543
C 4.324700 -0.624500 -0.329800 -0.24 0.04 0.24 -0.0716
C 4.505300 -0.674100 -1.701400 -0.33 0.09 -0.14 -0.0075
C 3.394200 -0.527500 -2.524400 0.07 -0.03 0.06 -0.0123
C 2.153700 -0.304500 -1.948200 0.38 -0.08 -0.41 -0.1035
N 1.981500 -0.232400 -0.624600 -0.65 0.35 -0.45 -0.0905
C -0.240000 -0.330900 3.115300 0.19 -0.06 0.03 -0.6427
C -0.645400 -0.569100 4.414700 0.21 -0.16 -0.24 -0.0556
C -1.395800 0.415300 5.045300 -0.07 0.15 -0.20 -0.0034
C -1.682200 1.582400 4.350100 0.17 -0.17 0.12 -0.0034
C -1.205500 1.737100 3.055800 -0.14 0.20 0.18 -0.0861
N -0.497000 0.791600 2.447800 -0.53 -0.47 -1.04 -0.0405
H 5.148500 -0.757900 0.354900 0.06 -0.10 0.02 0.1163
H 5.485100 -0.855000 -2.118500 0.05 0.03 -0.02 0.1310
H 3.490100 -0.589400 -3.598400 -0.04 0.01 -0.02 0.1241
H 1.267200 -0.196500 -2.563800 0.11 0.07 0.07 0.1098
H -0.376500 -1.497000 4.901700 -0.07 0.03 0.05 0.1214
H -1.749900 0.263000 6.054700 -0.02 0.04 0.04 0.1314
H -2.263700 2.369500 4.800300 -0.05 0.10 0.05 0.1247
H -1.401200 2.643800 2.502100 -0.03 0.03 -0.16 0.1209
N 1.950300 2.967500 0.903000 0.23 -0.18 0.08 0.1329
C 0.794300 3.373300 0.375000 -0.07 0.05 -0.10 -0.6722
N -0.098800 2.565600 -0.165500 0.54 -1.70 0.34 -0.0054
C -1.197700 3.261800 -0.613300 -1.04 1.05 -0.41 -0.3157
C -2.328600 2.743700 -1.247500 0.44 -0.02 0.27 -0.0291
C -3.330200 3.600300 -1.652300 -0.09 0.25 0.04 -0.0559
C -3.239900 4.973000 -1.427200 0.07 -0.08 0.00 -0.0533
C -2.129100 5.511300 -0.800100 -0.18 -0.01 -0.08 -0.0673
C -1.124500 4.654800 -0.399900 0.06 -0.65 -0.11 -0.4573
S 0.381400 5.069600 0.377900 -0.03 -0.53 -0.08 1.1528
H 2.205900 1.990100 0.878600 -0.04 0.20 0.09 0.0322
H 2.599500 3.634800 1.286000 0.00 -0.11 -0.02 0.1184
H -2.419300 1.685200 -1.427600 -0.01 -0.09 -0.03 0.0657
H -4.196900 3.198200 -2.152700 -0.10 -0.02 -0.03 0.1156
H -4.038500 5.622300 -1.746100 -0.08 0.08 -0.05 0.1173
H -2.042700 6.571200 -0.631700 -0.04 0.19 0.01 0.1202
Cl -3.362500 -3.628600 -0.093900 -0.08 -0.12 0.15 0.7801
C -2.987900 -2.634100 -1.438600 0.23 0.35 -0.13 -0.5804
C -3.383500 -3.045300 -2.704500 -0.02 -0.10 0.31 -0.0694
C -3.069300 -2.289700 -3.819200 0.25 0.38 0.22 -0.0143
C -2.319600 -1.120100 -3.676300 0.08 -0.10 -0.11 -0.0427
C -1.956200 -0.686800 -2.421200 0.01 0.28 0.02 -0.0557
C -2.322900 -1.387200 -1.249700 0.33 -0.47 -0.57 -0.2908
C -2.080400 -0.840500 0.047300 0.01 1.30 0.16 -0.0350
H -3.943000 -3.961400 -2.816300 -0.02 -0.08 0.08 0.1209
H -3.397200 -2.606900 -4.796900 -0.02 -0.06 -0.07 0.1268
H -2.037000 -0.555100 -4.552600 0.02 0.05 0.00 0.1192
H -1.353900 0.216200 -2.317100 -0.26 -0.07 -0.05 0.0848
H -2.315600 -1.509700 0.868300 0.38 0.10 0.18 0.0429
H -2.440900 0.186700 0.216000 0.11 -0.21 -0.06 0.0796
```
Forces are in eV/Å.